Entry 1:
DFT (ωB97M-V/def2-TZVPD) results for a molecular structure, C32H45As3CsFN5O3S2 in a non-equilibrium geometry.

## Properties
ΔE to the lowest compared entry with this formula, charge and spin, kcal per mole: 34.8
Charge: -1

Last column: Mulliken charge in e.
Geometry (Å):
Cs -0.5263 -1.4011 2.6456  1.57
C 3.2330 -1.5745 5.9985  -1.26
As 2.3205 -1.5490 4.2328  0.44
C 2.7692 -3.4162 3.8117  -1.07
C 3.6514 -0.3514 3.2998  -2.57
C 4.7842 -0.8201 2.3789  3.43
C 5.8455 -1.5110 3.2378  -1.80
C 4.2531 -1.7480 1.2822  -1.66
As 2.2843 -1.6598 0.8510  0.44
C 2.3029 -0.2053 -0.4689  -1.23
C 2.4744 -3.0888 -0.4773  -1.43
C 5.3726 0.4563 1.7506  -1.64
As 7.0515 0.6242 0.6649  0.31
C 8.0795 -1.0667 0.8040  -1.14
C 6.3655 0.2620 -1.1595  -1.18
H 4.2093 -2.0676 5.9610  0.38
H 2.5921 -2.1131 6.6975  0.35
H 3.3549 -0.5532 6.3678  0.37
H 3.8317 -3.6588 3.8803  0.34
H 2.3894 -3.6691 2.8201  0.24
H 2.2294 -4.0139 4.5512  0.51
H 4.0837 0.2746 4.0936  0.69
H 3.0001 0.3065 2.7047  0.42
H 5.3665 -2.2035 3.9238  0.32
H 6.3967 -0.7783 3.8273  0.38
H 6.5506 -2.0697 2.6311  0.30
H 4.4046 -2.7911 1.5887  0.41
H 4.8344 -1.6022 0.3655  0.10
H 3.1193 -0.3066 -1.1910  0.34
H 2.3534 0.7693 0.0197  0.33
H 1.3521 -0.2610 -0.9964  0.34
H 3.3225 -2.9133 -1.1486  0.39
H 1.5562 -3.1301 -1.0545  0.39
H 2.6048 -4.0508 0.0208  0.32
H 5.5331 1.1792 2.5637  0.56
H 4.6029 0.8977 1.1071  0.25
H 8.5049 -1.1773 1.7985  0.33
H 8.9064 -1.0074 0.0938  0.39
H 7.4811 -1.9406 0.5614  0.30
H 5.5421 0.9381 -1.3837  0.31
H 6.0237 -0.7632 -1.2786  0.29
H 7.1587 0.4431 -1.8866  0.44
S -0.6824 0.3508 5.4835  -0.25
C -1.5662 -0.7236 6.4721  0.45
C -2.5973 -0.1139 7.2009  -0.12
N -3.4390 0.4503 7.7524  -0.49
C -1.3701 -2.0961 6.6122  0.42
S -0.1915 -3.0656 5.8444  -0.24
C -2.2101 -2.8042 7.4817  -0.10
N -2.8725 -3.4397 8.1798  -0.51
F -2.6875 4.4209 -1.8079  -0.36
C -3.0018 3.0787 -1.8791  0.38
C -2.3287 2.1835 -1.0945  -1.15
C -2.5741 0.7958 -1.2281  0.05
C -1.8488 -0.1356 -0.3776  1.63
O -1.0897 0.2603 0.5208  -0.79
C -2.1323 -1.5298 -0.6568  0.43
C -3.0107 -1.8839 -1.6078  -0.38
N -3.6965 -0.9835 -2.3941  0.27
C -4.6135 -1.4466 -3.3796  -0.34
C -4.2876 -1.2397 -4.8361  -0.40
C -4.2540 -2.6138 -4.2456  -0.93
C -3.5210 0.3650 -2.1855  -0.07
C -4.2571 1.3022 -2.9043  -0.39
C -4.0059 2.6805 -2.7579  -1.03
N -4.7345 3.5728 -3.6120  0.56
C -5.2001 4.7957 -3.0034  -0.25
C -6.2457 5.4213 -3.9277  -2.08
N -5.5767 5.7051 -5.2292  -0.92
C -5.0768 4.4446 -5.8420  -2.00
C -4.0719 3.8222 -4.8729  -0.35
C -1.4796 -2.6601 0.1518  -0.75
O -2.2052 -3.6273 0.3992  -0.80
O -0.2841 -2.5008 0.4665  -0.53
H -1.5897 2.5007 -0.3769  0.57
H -3.2287 -2.9269 -1.7767  0.69
H -5.6594 -1.3478 -3.0930  0.41
H -3.3445 -0.7688 -5.0653  0.22
H -5.0896 -0.9806 -5.5134  0.29
H -3.2940 -3.0814 -4.1000  0.34
H -5.0418 -3.3040 -4.5020  0.26
H -5.0288 1.0075 -3.5960  0.60
H -4.4009 5.5349 -2.8171  0.40
H -5.6477 4.5430 -2.0418  0.49
H -6.6422 6.3475 -3.5105  0.82
H -7.0590 4.7170 -4.1054  0.27
H -4.7603 6.2977 -5.0280  0.51
H -6.2058 6.2038 -5.8665  1.32
H -4.6224 4.6614 -6.8093  0.79
H -5.9234 3.7699 -5.9743  0.31
H -3.1890 4.4843 -4.7773  0.31
H -3.7285 2.8638 -5.2633  0.44

Forces on the atoms, in the same order (eV/Å):
-1.0584 0.5187 2.4496
-0.1391 0.0339 -0.0628
1.2353 0.3088 0.6449
0.0828 -0.1223 -0.1154
-0.1369 0.1845 0.0115
0.1404 -0.0179 0.0734
-0.1087 -0.0336 -0.0948
-0.0913 -0.1761 -0.0812
1.4849 -0.1273 -0.5711
-0.0335 0.1158 -0.0437
-0.0767 -0.1249 -0.0903
0.0417 0.2092 0.0812
-0.0351 -0.1772 -0.2234
-0.1232 0.1415 0.0498
0.0268 0.0359 0.1357
-0.1031 0.0898 -0.0760
-0.0007 0.0071 -0.0180
-0.0234 -0.0787 -0.0705
-0.0975 0.0522 -0.0426
0.0519 -0.1022 0.0785
0.0324 0.0428 -0.0687
-0.1368 -0.0872 -0.0483
0.0590 -0.0034 0.1674
0.0119 -0.1044 0.0945
0.0630 0.0615 0.1042
0.1000 -0.0566 -0.0482
-0.0937 0.0770 -0.0787
-0.0894 -0.0976 0.0165
-0.0274 -0.0242 0.1558
0.0352 -0.0313 -0.0117
-0.0759 0.0209 -0.0280
-0.0552 0.0673 0.1826
-0.0873 -0.0323 -0.0148
-0.0054 0.0393 0.0156
0.0373 -0.0934 -0.1793
0.1008 0.0730 -0.0608
-0.0217 -0.0006 0.0488
-0.0699 0.1203 -0.0282
-0.0983 -0.0739 0.0147
-0.0373 0.0343 0.0284
-0.0580 -0.0843 0.0350
0.0383 0.0366 0.0946
-0.3067 -0.4211 0.7546
1.3057 0.7255 -1.2796
-1.3247 0.7898 0.8275
0.1627 -0.1949 -0.0314
1.5319 -0.5667 -1.0975
-0.6278 0.5030 0.3538
-1.0377 -0.8976 1.0741
0.0664 0.1736 -0.0803
-0.1434 -0.9181 0.0285
0.1502 0.6928 0.1860
-0.1911 -0.7158 -0.1052
-0.4341 1.3200 -0.5525
0.4712 -0.3901 0.4688
-0.5506 0.2859 -0.9575
0.5710 -0.0411 0.6415
-0.4835 0.5714 -0.3853
0.5089 -0.5908 0.4202
-0.5279 -0.0675 -0.4078
-0.0868 0.0591 -0.0226
0.0067 -0.0606 0.0628
0.4819 0.0491 0.3602
0.2149 1.4461 0.1323
-0.3351 -1.0524 -0.6284
0.4596 -0.4539 0.5843
-0.3992 0.5268 0.0918
0.2561 -0.3697 0.5230
0.1901 -1.4036 0.9261
0.3923 -0.4334 0.3235
0.0051 0.0478 -0.5857
-0.6278 -0.4006 -1.0322
-0.2428 -0.1824 0.1351
0.5183 -0.6789 -1.6629
0.1109 0.0692 0.0767
-0.0700 -0.0577 0.0167
0.1036 -0.0444 -0.0564
0.1278 0.0233 0.0585
-0.0599 -0.0068 0.0458
0.1390 0.0256 0.0330
-0.0966 -0.0236 0.0278
-0.0389 -0.0080 -0.0590
-0.1606 -0.2230 -0.0534
-0.1168 0.1055 0.0261
0.0718 0.1079 -0.2052
0.0362 0.1647 -0.0658
0.3115 0.7459 -0.2313
-0.8025 0.8800 -0.9781
-0.0541 0.2352 0.0239
0.0314 0.1702 -0.0619
-0.1788 -0.1488 0.0644
0.0146 0.0124 -0.1531

Entry 2:
DFT (ωB97M-V/def2-TZVPD) results for 3 unconnected molecules or ions with the total composition H6O3.

## Properties
ΔE to the lowest compared entry with this formula, charge and spin, kcal per mole: 9.9
Structure (SMILES): O.O.O

Last column: Mulliken charge in e.
Geometry (Å):
O 0.5441 1.6664 -1.7821  -0.65
H 0.3137 0.8709 -1.3022  0.41
H 0.9293 2.2421 -1.1215  0.31
O 0.2437 -0.7063 -0.2432  -0.82
H -0.5363 -1.0787 -0.6544  0.36
H 0.9736 -1.1872 -0.6334  0.34
O -0.8145 -0.8797 2.1872  -0.67
H -0.3334 -0.8604 1.3599  0.42
H -1.3202 -0.0670 2.1898  0.30

Forces on the atoms, in the same order (eV/Å):
0.0090 0.3260 -0.4714
-0.0095 -0.2507 0.3175
0.0816 0.1628 0.1153
0.0870 0.1291 -0.3508
-0.4044 -0.2151 -0.1667
0.3960 -0.1758 -0.0560
-0.3915 -0.1908 0.6697
0.3523 0.0462 -0.1759
-0.1204 0.1682 0.1183

Entry 3:
DFT (ωB97M-V/def2-TZVPD) results for 2 unconnected molecules or ions with the total composition C3H10N2S in a non-equilibrium geometry.

## Properties
ΔE to the lowest compared entry with this formula, charge and spin, kcal per mole: 16.6
Structure (SMILES): [H]/N=C/N.CSC

Last column: Mulliken charge in e.
Geometry (Å):
C -0.9448 -0.3261 2.2826  -0.81
S -2.6054 -1.0751 2.0350  -0.09
C -2.9373 -1.5510 3.7413  -0.86
H -0.7631 0.0151 3.2931  0.29
H -0.2421 -1.1175 2.0543  0.27
H -0.9307 0.5424 1.6321  0.31
H -3.4432 -2.5032 3.8786  0.34
H -3.3691 -0.7348 4.3031  0.28
H -1.9940 -1.8787 4.2092  0.27
N 1.7862 2.0401 -3.7160  -0.46
C 2.4512 0.8814 -4.0124  0.08
N 3.6749 0.7393 -3.6774  -0.65
H 1.0784 2.3401 -4.3633  0.22
H 2.3536 2.7468 -3.2763  0.26
H 1.8721 0.0348 -4.3630  0.31
H 4.0133 -0.1536 -4.0210  0.24

Forces on the atoms, in the same order (eV/Å):
-0.8014 -0.3746 -0.2274
0.1018 0.1039 0.4150
1.1761 -0.8703 0.5464
-0.3100 0.0235 0.2718
0.4467 0.3272 -0.2805
0.4895 -0.1472 -0.2362
-0.9325 0.2644 -0.5566
-0.2198 -0.0446 0.1957
0.0514 0.7182 -0.1314
-0.4169 -0.3086 -0.0265
1.0067 -0.1132 0.9473
-0.1177 0.1578 -0.6254
-0.0827 0.0989 0.1717
0.0339 0.1223 -0.2527
-0.4108 0.2224 -0.6176
-0.0142 -0.1801 0.4062

Entry 4:
DFT (ωB97M-V/def2-TZVPD) results for 2 unconnected molecules or ions with the total composition CH3ClNO2S in a non-equilibrium geometry.

## Properties
ΔE to the lowest compared entry with this formula, charge and spin, kcal per mole: 84.9
Charge: -1

Last column: Mulliken charge in e.
Geometry (Å):
C -1.4382 0.5261 -1.2666  -0.29
N 0.7251 -1.0360 0.9783  -0.61
O 0.9877 1.3742 0.7877  -0.58
O 1.9772 -0.1646 -0.9913  -0.70
S 0.8319 0.2967 -0.1441  0.77
Cl -2.3122 0.5190 0.1513  -0.18
H -1.4441 1.5992 -1.3931  0.11
H -0.1282 -1.2892 1.4563  0.24
H 0.8007 -1.8253 0.4217  0.25

Forces on the atoms, in the same order (eV/Å):
1.7984 -0.7735 -1.3957
0.0444 0.3868 0.5492
0.7499 1.7580 0.8066
-1.1228 0.7789 1.1773
-0.9487 -1.6989 -1.8318
-1.7788 -0.5470 2.6508
0.9901 0.7786 -0.6103
-0.6374 1.2773 0.2891
0.9048 -1.9602 -1.6354